Here is 2 unconnected molecules or ions with the total composition C2H7O2PS from OMol25. Energies are from ωB97M-V with the def2-TZVPD basis set.

```
13
Properties=species:S:1:pos:R:3:forces:R:3:mulliken_charge:R:1
C 0.116657 -1.633428 0.391708 -3.203 -2.534 1.283 -0.59
O -0.970242 -1.266005 -0.432423 -0.286 1.146 -0.204 -0.30
P -1.646712 0.278817 -0.693743 2.731 -1.161 -1.481 0.14
S -2.276881 1.174953 1.018518 -0.371 0.088 1.256 -0.25
H 1.073106 -1.522651 0.060068 2.604 0.940 -1.731 0.29
H -0.038766 -2.789005 0.404553 0.454 1.925 0.850 0.23
H 0.054783 -1.126943 1.362936 -0.147 -0.529 0.079 0.28
H -2.694258 -0.436070 -1.225202 -1.363 0.306 0.191 0.03
H -1.138478 1.910210 1.144744 -0.413 -0.194 -0.257 0.19
C 1.614398 1.404168 -1.001340 2.591 -0.261 -0.029 -0.22
O 1.518430 1.873661 0.096413 -0.247 -0.232 0.228 -0.38
H 2.564704 0.845873 -1.353063 -1.048 0.360 0.678 0.24
H 0.924316 1.581637 -1.783617 -1.303 0.145 -0.865 0.36
```
Positions in Å, forces in eV/Å.

HOMO energy ... -8.56 eV
E_LUMO ... 0.7 eV
SMILES ... COPS.C=O
ΔE to the lowest compared entry with this formula, charge and spin ... 2.0027 eV


Here is 6 unconnected molecules or ions with the total composition C19H46BIO9 from OMol25. Energies are from ωB97M-V with the def2-TZVPD basis set.

```
76
Properties=species:S:1:pos:R:3:forces:R:3:mulliken_charge:R:1
C -5.347634 2.578455 -1.801120 -0.163 -0.772 0.533 -0.72
B -3.832579 3.209535 -1.895002 0.116 1.138 -0.272 0.32
O -3.231015 4.205543 -0.986747 -2.259 -0.692 -2.379 -0.53
C -2.849816 2.633798 -3.114808 1.593 -0.879 1.034 0.13
O -3.433539 2.568414 -4.493189 2.621 -3.168 0.327 -0.30
C -2.946023 1.214583 -4.920116 2.040 -0.017 -3.463 0.60
O -2.236480 0.906236 -6.017585 -5.554 2.016 8.048 -0.50
O -3.405200 0.380490 -3.788857 3.096 1.405 -1.017 -0.27
C -2.700086 1.037063 -2.639676 -1.566 0.191 -0.144 -0.52
I -0.635449 0.306502 -2.265183 -1.059 0.684 -0.202 0.09
H -5.515031 1.687963 -2.575165 0.343 2.108 1.531 0.15
H -6.219963 3.353065 -1.891274 1.648 -1.414 0.172 0.34
H -5.440821 2.079002 -0.731287 -0.011 1.068 -2.073 0.19
H -3.814043 5.017607 -1.052658 0.841 -1.362 0.614 0.31
H -1.748346 3.057745 -3.182386 -2.418 -0.608 0.078 0.33
H -3.228021 0.764819 -1.604862 0.830 0.521 -2.687 0.38
C 3.954412 0.717467 -0.234576 0.068 -0.065 -0.366 -1.14
C 2.664106 1.454572 0.086966 0.370 -0.337 0.484 0.49
C 2.872648 2.482921 1.187195 -0.130 0.325 0.104 -1.24
O 1.674181 0.515833 0.499324 -0.312 -0.131 -0.163 -0.37
H 4.324644 0.174743 0.642446 -0.019 0.239 -0.021 0.19
H 3.786417 -0.027878 -1.019372 -0.066 0.141 0.017 0.29
H 4.731961 1.410682 -0.570335 -0.078 -0.185 0.119 0.37
H 2.289434 1.951129 -0.814791 -0.141 -0.144 0.112 0.32
H 3.204550 2.002778 2.114648 0.078 -0.052 -0.171 0.22
H 1.933023 2.996915 1.416617 0.108 -0.038 -0.115 0.32
H 3.617746 3.229116 0.894129 -0.049 -0.060 0.048 0.38
H 1.998288 0.070140 1.299529 0.030 0.362 -0.163 0.36
C 8.520740 0.423345 2.158738 -0.043 -0.295 0.226 -1.32
C 7.909752 0.611246 0.779248 0.366 0.537 0.256 0.51
C 8.886001 1.284229 -0.172344 0.047 -0.076 -0.363 -1.34
O 6.732360 1.406859 0.888653 -0.088 0.143 0.066 -0.43
H 8.785828 1.388571 2.604670 0.066 -0.033 -0.153 0.35
H 7.802596 -0.050873 2.836270 0.099 0.004 -0.148 0.31
H 9.420340 -0.198171 2.110773 -0.072 0.086 0.048 0.37
H 7.611396 -0.361535 0.373302 -0.179 0.209 0.048 0.24
H 9.164056 2.280000 0.190959 0.025 -0.130 0.107 0.34
H 8.428429 1.424131 -1.157623 0.058 -0.102 0.138 0.32
H 9.796579 0.688573 -0.290261 -0.065 0.104 0.000 0.38
H 6.987683 2.272594 1.248274 -0.053 -0.389 -0.141 0.28
C -6.547741 -0.859636 2.149637 0.339 -0.120 0.083 -1.30
C -6.921353 0.571531 1.797813 -0.505 -0.496 0.029 0.51
C -8.287108 0.940668 2.354541 -0.100 0.335 0.132 -1.35
O -6.932638 0.721843 0.380598 0.006 0.015 -0.204 -0.47
H -7.267131 -1.568309 1.724138 -0.060 0.123 0.100 0.34
H -5.567991 -1.115272 1.732021 -0.107 0.089 0.108 0.31
H -6.514891 -1.003898 3.234059 -0.015 -0.032 -0.123 0.38
H -6.164654 1.257436 2.194117 -0.058 -0.024 -0.262 0.27
H -9.068186 0.295796 1.936304 0.133 -0.076 0.079 0.35
H -8.548124 1.969213 2.083087 0.100 -0.124 0.083 0.33
H -8.306481 0.850419 3.445111 -0.045 -0.001 -0.120 0.38
H -7.601729 0.116573 0.020069 0.290 0.253 0.174 0.30
C -1.318037 -2.835754 -4.489509 0.197 0.257 0.073 -0.84
C -0.792170 -4.194552 -4.055071 -0.655 0.097 -0.347 0.37
C -1.100899 -5.264984 -5.089650 0.235 -0.310 -0.088 -1.27
O -1.386265 -4.555001 -2.810744 -0.070 -0.128 0.306 -0.56
H -2.406972 -2.857299 -4.610116 0.071 -0.099 -0.095 0.30
H -1.099480 -2.077731 -3.729707 0.000 -0.252 -0.248 -0.08
H -0.867781 -2.522556 -5.436629 -0.100 0.023 0.084 0.39
H 0.290309 -4.136813 -3.896897 -0.179 -0.072 0.199 0.30
H -2.182165 -5.372648 -5.231549 0.063 0.162 -0.023 0.32
H -0.727483 -6.239798 -4.757962 0.022 0.155 -0.050 0.33
H -0.644150 -5.024694 -6.054796 -0.088 -0.044 0.075 0.35
H -2.347511 -4.608683 -2.941660 0.448 0.064 -0.003 0.35
C 2.579386 -2.343837 4.890368 0.342 -0.129 0.039 -1.33
C 2.205776 -0.912670 4.538545 -0.460 -0.423 0.140 0.36
C 0.840020 -0.543533 5.095272 -0.115 0.343 0.103 -1.31
O 2.194490 -0.762359 3.121330 0.029 -0.018 -0.396 -0.57
H 1.859996 -3.052511 4.464869 -0.058 0.123 0.102 0.36
H 3.559137 -2.599474 4.472753 -0.111 0.092 0.107 0.32
H 2.612237 -2.488101 5.974791 -0.021 -0.017 -0.127 0.39
H 2.962473 -0.226766 4.934848 -0.066 -0.032 -0.282 0.24
H 0.058941 -1.188406 4.677035 0.133 -0.072 0.077 0.34
H 0.579004 0.485011 4.823819 0.100 -0.127 0.076 0.32
H 0.820647 -0.633784 6.185843 -0.032 -0.006 -0.122 0.40
H 1.525399 -1.367629 2.760801 0.218 0.141 0.249 0.31
```
Positions in Å, forces in eV/Å.

HOMO energy ... -9.40 eV
E_LUMO ... 0.0 eV
SMILES ... CB(O)[C@@H]1OC(=O)O[C@H]1I.CC(C)O.CC(C)O.CC(C)O.CC(C)O.CC(C)O


Here is a molecular structure, C34H35NO2P2PtS2Si from OMol25. Energies are from ωB97M-V with the def2-TZVPD basis set.

```
78
Properties=species:S:1:pos:R:3:forces:R:3:mulliken_charge:R:1
Pt -0.202239 -0.343889 -0.616834 1.229 0.656 0.540 2.20
O 0.839844 2.128129 0.634861 0.177 -0.167 -0.012 -0.43
N 1.061121 0.757628 0.723709 -0.828 0.835 0.321 0.13
C 1.617507 0.478312 1.834343 0.206 -0.338 -0.160 -0.53
C 1.975035 -0.856798 2.301546 -0.151 0.095 0.060 1.06
C 2.947525 -0.898203 3.298779 0.016 -0.030 0.005 -0.97
C 3.386525 -2.108600 3.811015 -0.001 0.002 0.000 -0.77
C 2.848306 -3.292434 3.333988 -0.015 -0.001 0.017 -0.82
C 1.866418 -3.265439 2.352792 0.059 0.015 -0.052 -0.39
C 1.420238 -2.053846 1.830618 0.005 0.214 -0.008 0.12
P 0.032346 -2.193097 0.691486 -0.406 -0.501 0.097 0.33
C -1.419939 -2.599518 1.652727 -0.098 0.124 -0.107 1.41
C -2.579216 -2.981995 0.966915 0.076 -0.153 -0.034 -0.56
C -3.687886 -3.405771 1.675059 0.064 -0.241 -0.020 -1.05
C -3.658506 -3.416369 3.066506 0.056 -0.172 0.018 -0.49
C -2.531319 -2.984308 3.748221 0.039 -0.138 -0.016 -0.63
C -1.407900 -2.572737 3.045457 0.075 -0.184 0.011 -1.30
C 0.446784 -3.603990 -0.347365 0.028 0.153 -0.196 0.63
C 1.500259 -3.454853 -1.256090 0.053 0.063 0.105 -0.66
C 1.878786 -4.513542 -2.056407 -0.025 -0.014 -0.032 -0.75
C 1.202871 -5.727249 -1.964010 0.035 0.000 -0.007 -0.63
C 0.162952 -5.881269 -1.062350 -0.011 0.024 0.026 -0.86
C -0.219997 -4.821823 -0.248226 -0.023 -0.007 0.025 -0.14
H 0.731334 2.330761 -0.305040 -0.087 0.005 -0.050 0.37
H 1.899861 1.322570 2.456901 0.080 0.023 -0.065 0.48
H 3.370919 0.027736 3.666877 -0.014 0.003 0.007 0.47
H 4.141387 -2.123469 4.584940 0.016 -0.006 -0.014 0.44
H 3.181311 -4.242140 3.729701 -0.007 -0.003 0.004 0.48
H 1.440303 -4.196618 2.002478 0.023 -0.009 -0.006 0.50
H -2.605500 -2.970668 -0.117131 -0.013 -0.018 -0.008 0.41
H -4.574790 -3.729726 1.147612 -0.009 0.023 -0.006 0.48
H -4.523501 -3.757921 3.619097 -0.010 0.023 0.000 0.42
H -2.521233 -2.974265 4.829526 0.004 0.004 0.003 0.47
H -0.524616 -2.255781 3.584849 0.000 0.001 0.005 0.43
H 2.031032 -2.511056 -1.330787 0.001 0.001 -0.018 0.38
H 2.695250 -4.395465 -2.756208 0.010 0.000 0.006 0.50
H 1.499384 -6.558428 -2.590043 -0.004 0.005 -0.005 0.46
H -0.353940 -6.828005 -0.985034 0.002 -0.001 0.015 0.48
H -1.020989 -4.959848 0.463912 -0.032 0.007 0.000 0.51
S -1.184846 -1.514783 -2.329494 -0.698 0.040 0.013 -0.50
P -0.050073 -0.438577 -3.642042 0.009 0.095 -0.573 0.98
S 0.976407 0.764076 -2.337973 0.256 -0.480 0.035 -0.71
C 1.080791 -1.449884 -4.569529 0.032 -0.158 -0.018 0.70
C 2.309983 -0.930334 -4.973937 0.009 0.000 0.028 -0.23
C 3.112276 -1.670653 -5.827860 -0.006 0.004 0.002 -0.78
C 2.686670 -2.914125 -6.277454 -0.001 0.003 0.002 -0.51
C 1.466903 -3.435296 -5.863722 -0.001 0.001 0.000 -0.81
C 0.659409 -2.706688 -5.006219 -0.015 0.017 0.033 -0.35
C -1.034820 0.508537 -4.770073 -0.129 0.106 0.022 0.88
C -0.845910 0.403468 -6.148148 0.009 0.011 -0.008 -0.44
C -1.626533 1.171778 -6.999906 0.027 -0.033 0.003 -0.76
C -2.582603 2.030108 -6.481002 -0.022 -0.007 0.022 -0.52
C -2.770119 2.136167 -5.104759 -0.009 0.009 -0.022 -0.74
C -2.000735 1.377943 -4.246888 0.033 -0.030 0.025 -0.60
H 2.641684 0.041517 -4.629135 -0.010 0.008 -0.014 0.43
H 4.065334 -1.273211 -6.148653 0.002 0.000 0.001 0.45
H 3.308854 -3.479333 -6.958475 0.009 -0.010 0.015 0.45
H 1.141994 -4.404968 -6.216004 0.001 0.001 0.005 0.47
H -0.291317 -3.112841 -4.680590 -0.004 -0.004 -0.024 0.44
H -0.102351 -0.267717 -6.556318 0.009 -0.002 0.001 0.34
H -1.485741 1.096493 -8.069199 -0.005 -0.007 0.000 0.44
H -3.194506 2.618910 -7.151153 0.014 0.018 0.002 0.41
H -3.518327 2.809209 -4.709391 -0.002 -0.005 0.002 0.44
H -2.146791 1.453137 -3.174646 -0.016 -0.002 -0.007 0.36
C -3.558080 -0.190611 2.502772 0.138 -0.311 0.020 -0.59
Si -3.023174 0.975184 1.182435 -0.410 0.889 -0.019 0.05
C -2.681539 2.659090 1.962814 0.270 -0.750 -0.241 -1.08
C -4.361610 1.249488 -0.084790 0.150 -0.433 -0.030 -1.12
O -1.615162 0.582493 0.376151 0.325 -0.478 0.094 -0.10
H -4.442545 0.209176 3.000376 -0.021 0.063 -0.003 0.53
H -2.779144 -0.330866 3.254925 -0.126 0.146 0.001 0.31
H -3.809974 -1.173599 2.100338 -0.079 0.463 0.138 -0.02
H -3.601611 2.937117 2.479992 0.046 0.171 0.039 0.36
H -2.438366 3.396174 1.199467 -0.043 0.107 0.060 0.29
H -1.859722 2.595305 2.677591 -0.062 0.142 0.071 0.30
H -5.329746 1.332051 0.411887 -0.046 0.064 -0.065 0.41
H -4.412463 0.415620 -0.790935 -0.108 0.046 -0.030 0.33
H -4.169618 2.166556 -0.642213 -0.048 0.016 -0.028 0.31
```
Positions in Å, forces in eV/Å.

HOMO energy (spin up / spin down) ... -14.21 / -14.21 eV
E_LUMO (spin up / spin down) ... -8.0 / -8.0 eV
Net charge ... +2
ΔE to the lowest compared entry with this formula, charge and spin ... 0.0000 eV


Here is a molecular structure, C11H12Cl4F6MnN2O3P from OMol25. Energies are from ωB97M-V with the def2-TZVPD basis set.

```
40
Properties=species:S:1:pos:R:3:forces:R:3:mulliken_charge:R:1
Mn 0.226735 -0.085913 1.060234 -0.872 -0.732 -0.027 1.51
Cl -2.302119 -5.631426 4.113981 0.001 -0.006 0.017 -0.15
C -1.882857 -4.707023 2.734856 -0.046 -0.108 0.034 0.06
C -2.211924 -5.185950 1.460662 0.208 0.402 -0.085 0.38
Cl -3.050169 -6.654863 1.256253 -0.032 -0.103 -0.009 -0.14
C -1.840069 -4.417254 0.346001 -0.200 -0.418 0.235 -0.14
Cl -2.184497 -4.950719 -1.252422 0.021 0.100 -0.160 -0.19
C -1.202032 -3.242940 0.573139 0.215 0.339 0.316 -0.02
O -1.036242 -0.645056 -0.602960 0.532 0.179 0.548 -0.57
C -0.874608 -2.692729 1.796098 -0.653 -1.060 -0.509 0.31
O -0.251074 -1.533507 1.981771 0.748 0.999 0.014 -0.42
C -1.223565 -3.491371 2.911138 0.166 0.490 -0.340 0.21
Cl -0.788804 -2.908474 4.454571 -0.017 0.015 0.193 -0.13
F -0.156789 1.122355 2.764604 0.312 -0.176 -0.421 -0.42
P 1.466507 1.386049 3.372492 -0.167 0.222 -0.088 1.42
F 1.607133 2.380137 2.127289 0.095 0.050 0.200 -0.29
F 1.869755 0.102458 2.146262 -0.404 0.073 -0.265 -0.44
F 0.953745 2.497820 4.327141 -0.079 -0.026 0.049 -0.29
F 2.980302 1.490467 3.711033 0.075 -0.098 -0.012 -0.31
F 1.202458 0.200329 4.355879 -0.004 0.011 -0.001 -0.29
C -0.893479 1.225674 -3.385760 -0.026 0.063 -0.119 -1.05
N -0.050852 0.780752 -2.267923 -0.151 -0.207 0.101 0.25
C -0.244033 -0.564820 -1.811871 0.187 0.226 -0.218 -0.94
C 0.643186 1.606601 -1.422441 -0.124 -0.039 -0.379 0.72
O 0.812502 1.227076 -0.221253 0.363 -0.076 0.384 -0.51
N 1.151059 2.753108 -1.837827 -0.043 0.073 0.239 0.09
C 1.661086 3.725661 -0.865042 0.011 0.100 0.070 -0.87
C 1.346708 3.123326 -3.234609 -0.011 0.024 -0.204 -1.14
H -1.865477 0.737116 -3.321577 0.009 -0.015 0.050 0.42
H -0.446992 0.971935 -4.346821 -0.018 0.025 0.018 0.32
H -1.068867 2.295421 -3.344294 0.033 -0.005 0.075 0.38
H -0.731030 -1.132230 -2.599371 -0.026 -0.089 0.048 0.57
H -1.947590 -0.366773 -0.762417 -0.100 -0.031 0.174 0.28
H 0.704944 -1.034754 -1.554765 -0.048 -0.040 -0.006 0.32
H 1.484292 3.380330 0.144494 -0.011 -0.015 0.017 0.24
H 1.157020 4.679959 -1.018600 -0.006 -0.027 -0.046 0.36
H 2.730914 3.865908 -1.014287 0.002 -0.053 -0.013 0.36
H 1.394020 2.247180 -3.874508 0.015 -0.012 0.048 0.42
H 2.295530 3.649864 -3.309968 0.037 -0.046 0.039 0.36
H 0.565174 3.796276 -3.589181 0.008 -0.009 0.034 0.35
```
Positions in Å, forces in eV/Å.

HOMO energy (spin up / spin down) ... -11.46 / -11.52 eV
E_LUMO (spin up / spin down) ... -6.5 / -4.9 eV
Net charge ... +1
ΔE to the lowest compared entry with this formula, charge and spin ... 2.9745 eV
2S+1 ... 6


For each record above, in turn, the calculated electronic energy values are -26404.7346; -47650.5823; -92771.2648; -127725.5391 eV.